(1)
C5H9NS | ωB97M-V/def2-TZVPD

Element x y z (Å)
C1 -0.570 -0.775 0.532
C2 -0.975 0.748 0.197
C3 0.355 1.511 -0.251
C4 1.183 0.282 -0.593
C5 0.990 -0.506 0.687
H1 -0.886 -2.602 -0.182
H2 -0.584 -1.552 -1.371
H3 -0.933 -1.133 1.501
H4 -1.400 1.298 1.081
H5 -1.722 0.697 -0.596
H6 0.203 2.226 -1.091
H7 0.766 2.095 0.569
H8 0.870 -0.192 -1.539
H9 1.102 0.116 1.558
N1 -1.054 -1.665 -0.505
S1 2.655 -0.552 0.004

Output
**SMILES**: N[C@@H]1CC[C@H]2S[C@H]12
**ΔE to the lowest compared entry with this formula, charge and spin**: 63.4 kcal/mol
**Energy**: -17653.44300 eV
**Maximum force**: 1.57 eV/Å



(2)
C7H12O4S3 | ωB97M-V/def2-TZVPD

Element x y z (Å)
C1 -1.079 -1.932 -0.282
C2 1.721 0.805 -1.481
C3 -0.588 -1.916 0.954
C4 2.025 1.180 -0.213
C5 -2.005 -2.927 -0.925
C6 2.777 0.587 -2.574
C7 1.162 1.519 0.834
O1 1.756 1.866 1.987
O2 -3.258 1.365 2.825
O3 -1.314 1.608 -0.230
O4 -0.922 2.027 2.293
S1 0.331 -0.701 1.714
S2 -1.825 0.714 2.558
S3 -0.488 2.398 0.610
H1 -0.838 -1.092 -1.083
H2 0.642 0.741 -1.691
H3 -0.733 -2.630 1.769
H4 3.090 1.263 0.030
H5 -1.637 -3.252 -2.020
H6 -2.067 -3.590 -0.167
H7 -2.995 -2.456 -0.969
H8 2.498 0.952 -3.571
H9 2.741 -0.585 -2.736
H10 3.778 0.896 -2.352
H11 1.023 1.910 2.622
H12 -3.794 1.252 2.101

Output
**Energy**: -48143.14657 eV
**Maximum force**: 3.88 eV/Å



(3)
C5H10O | ωB97M-V/def2-TZVPD

Element x y z (Å)
C1 -0.517 0.530 -1.978
C2 -0.419 -0.209 -0.656
C3 0.991 -0.404 -0.096
C4 0.707 -0.552 1.405
C5 -0.590 0.336 1.562
O1 -1.146 0.544 0.286
H1 -1.561 0.644 -2.287
H2 0.031 -0.001 -2.758
H3 -0.089 1.540 -1.879
H4 -0.877 -1.212 -0.602
H5 1.473 -1.283 -0.544
H6 1.607 0.473 -0.309
H7 1.520 -0.166 2.039
H8 0.564 -1.606 1.675
H9 -0.267 1.309 1.921
H10 -1.427 0.056 2.221

Output
**SMILES**: C[C@H]1CCCO1
**ΔE to the lowest compared entry with this formula, charge and spin**: 13.2 kcal/mol
**Energy**: -7394.19087 eV
**Maximum force**: 0.93 eV/Å



(4)
C28H72CsN5O13 | ωB97M-V/def2-TZVPD

Element x y z (Å)
Cs1 0.896 -1.515 -0.570
C1 -3.642 -0.164 -2.294
C2 -4.901 0.293 -2.976
C3 -5.406 1.701 -2.383
O1 -4.412 2.624 -2.513
C4 -4.530 3.800 -1.791
N1 -4.688 0.381 -4.537
H1 -5.422 0.603 -5.195
H2 -3.898 0.889 -4.907
H3 -4.563 -0.551 -4.904
H4 -3.488 -1.186 -2.641
H5 -3.947 -0.194 -1.248
H6 -2.715 0.410 -2.311
H7 -5.626 -0.520 -2.944
H8 -5.876 1.720 -1.400
H9 -6.129 2.080 -3.106
H10 -3.804 4.533 -2.142
H11 -4.634 3.593 -0.726
H12 -5.501 4.225 -2.044
C5 4.066 3.119 1.850
C6 2.652 3.293 1.321
C7 2.211 4.711 1.265
O2 2.429 5.390 0.053
C8 2.068 6.769 -0.066
N2 2.618 2.555 -0.053
H13 1.630 2.493 -0.253
H14 3.005 3.130 -0.787
H15 2.917 1.590 -0.027
H16 4.278 2.084 2.117
H17 4.178 3.820 2.678
H18 4.788 3.606 1.195
H19 1.952 2.665 1.872
H20 2.812 5.217 2.021
H21 1.254 4.894 1.753
H22 2.637 7.319 0.683
H23 1.000 6.909 0.102
H24 2.404 7.179 -1.019
C9 0.719 -2.865 3.472
C10 1.580 -3.985 2.932
C11 2.467 -4.601 4.012
O3 3.409 -5.447 3.371
C12 4.094 -6.212 4.258
N3 0.663 -5.070 2.359
H25 0.215 -5.671 3.037
H26 -0.164 -4.609 2.008
H27 0.993 -5.628 1.584
H28 0.126 -3.225 4.313
H29 0.095 -2.409 2.704
H30 1.318 -2.083 3.938
H31 2.118 -3.644 2.047
H32 1.914 -5.123 4.793
H33 2.934 -3.862 4.663
H34 3.569 -7.036 4.741
H35 4.578 -5.680 5.077
H36 5.009 -6.600 3.811
C13 3.655 0.002 -3.484
C14 2.644 0.246 -4.556
C15 1.619 -0.871 -4.836
O4 0.961 -1.271 -3.592
C16 -0.415 -1.728 -3.760
N4 1.844 1.569 -4.239
H37 1.390 1.814 -5.108
H38 1.142 1.486 -3.519
H39 2.508 2.311 -4.067
H40 4.166 0.849 -3.025
H41 4.415 -0.663 -3.895
H42 3.257 -0.573 -2.648
H43 2.950 0.474 -5.577
H44 1.955 -1.665 -5.503
H45 0.769 -0.547 -5.436
H46 -0.373 -2.553 -4.471
H47 -1.079 -0.942 -4.121
H48 -0.777 -2.192 -2.843
C17 -1.439 0.531 2.434
C18 -2.365 1.647 2.567
C19 -3.810 1.361 2.190
O5 -4.605 2.505 2.405
C20 -6.009 2.272 2.406
N5 -2.225 2.324 3.955
H49 -2.866 1.794 4.529
H50 -1.366 2.209 4.473
H51 -2.608 3.258 3.925
H52 -1.200 0.274 1.402
H53 -1.666 -0.348 3.036
H54 -0.483 0.822 2.871
H55 -1.941 2.418 1.924
H56 -4.143 0.680 2.973
H57 -3.913 0.940 1.190
H58 -6.160 1.772 3.362
H59 -6.411 1.697 1.572
H60 -6.704 3.108 2.487
C21 3.730 -4.542 -0.999
C22 2.462 -5.390 -0.596
O6 1.311 -4.938 -0.671
O7 2.516 -6.566 -0.183
H61 3.940 -3.844 -0.188
H62 3.509 -3.968 -1.898
H63 4.515 -5.217 -1.340
C23 5.206 -0.811 2.048
C24 4.028 -0.551 1.084
O8 2.909 -0.499 1.627
O9 4.083 -0.234 -0.125
H64 5.253 -1.732 2.629
H65 5.125 -0.052 2.826
H66 6.157 -0.780 1.515
C25 -0.913 3.765 -1.916
C26 -0.514 2.479 -1.300
O10 -0.358 2.370 -0.043
O11 -0.193 1.579 -2.086
H67 -0.190 4.572 -1.798
H68 -1.854 4.131 -1.508
H69 -1.023 3.720 -3.000
C27 -3.808 -3.662 0.372
C28 -2.437 -3.230 0.654
O12 -2.193 -2.030 0.428
O13 -1.697 -3.930 1.322
H70 -3.951 -4.741 0.434
H71 -4.046 -3.285 -0.622
H72 -4.535 -3.341 1.119

Output
**ΔE to the lowest compared entry with this formula, charge and spin**: 48.4 kcal/mol
**Total charge**: +2
**Energy**: -64801.21864 eV
**Maximum force**: 4.48 eV/Å



(5)
C10H31NO5P | ωB97M-V/def2-TZVPD

Element x y z (Å)
C1 2.237 0.676 -0.707
C2 1.789 -0.674 -1.304
N1 1.267 -1.646 -0.355
C3 -0.067 -1.391 0.157
C4 -1.169 -1.987 -0.722
O1 -2.309 -1.169 -0.678
P1 -1.886 0.500 -0.353
O2 -0.372 -0.057 0.394
H1 1.685 1.481 -1.193
H2 1.964 0.725 0.341
H3 3.297 0.883 -0.859
H4 2.650 -1.146 -1.789
H5 1.061 -0.503 -2.092
H6 1.907 -1.789 0.412
H7 -0.112 -1.907 1.131
H8 -0.859 -2.126 -1.763
H9 -1.446 -2.983 -0.361
H10 -3.154 0.941 -0.886
H11 -2.501 0.444 0.970
H12 -1.428 1.859 -0.113
H13 -1.239 0.537 -1.661
C5 0.288 -3.274 -6.222
C6 0.187 -3.378 -4.710
O3 -0.646 -2.376 -4.154
H14 0.665 -2.291 -6.507
H15 0.957 -4.037 -6.627
H16 -0.694 -3.400 -6.685
H17 1.165 -3.238 -4.251
H18 -0.178 -4.372 -4.423
H19 -1.532 -2.477 -4.516
C7 0.706 0.615 3.784
C8 2.181 0.448 3.473
O4 2.771 1.675 3.050
H20 0.178 0.976 2.900
H21 0.257 -0.332 4.087
H22 0.561 1.339 4.592
H23 2.306 -0.257 2.651
H24 2.728 0.065 4.343
H25 2.668 2.308 3.767
C9 -1.270 4.124 2.566
C10 -2.085 3.329 3.572
O5 -2.863 2.326 2.946
H26 -1.928 4.581 1.827
H27 -0.691 4.909 3.059
H28 -0.581 3.470 2.027
H29 -2.786 3.979 4.097
H30 -1.419 2.879 4.322
H31 -2.257 1.742 2.463

Output
**Total charge**: -1
**Energy**: -31887.69400 eV
**Maximum force**: 0.97 eV/Å



(6)
C27H23Br4MoN5O6Te | ωB97M-V/def2-TZVPD

Element x y z (Å)
Mo1 0.463 -0.390 0.267
O1 3.009 -1.295 3.419
C1 2.104 -0.934 2.715
O2 2.011 -1.106 1.413
C2 0.874 -0.249 3.266
C3 0.643 0.111 4.577
C4 -0.583 0.701 4.879
C5 -1.538 0.888 3.888
C6 -1.227 0.488 2.601
N1 -0.046 -0.044 2.331
C7 -2.132 0.518 1.391
O3 -3.250 0.960 1.449
O4 -1.552 -0.022 0.342
H1 1.408 -0.076 5.316
H2 -0.794 1.002 5.897
H3 -2.511 1.321 4.075
Br1 -0.689 3.078 -5.630
C8 -0.272 2.652 -3.844
C9 0.020 3.653 -2.920
Br2 0.000 5.465 -3.429
C10 0.334 3.321 -1.599
Br3 0.760 4.595 -0.282
C11 0.348 1.991 -1.207
O5 0.646 1.592 0.041
C12 0.044 0.992 -2.137
O6 0.083 -0.276 -1.683
C13 -0.257 1.313 -3.448
Br4 -0.604 -0.122 -4.617
C14 -1.518 -2.784 -0.302
N2 -0.057 -2.612 0.026
C15 0.718 -3.159 -1.147
N3 0.399 -4.546 -1.405
C16 -1.035 -4.644 -1.692
N4 -1.842 -4.170 -0.566
C17 -1.509 -4.963 0.616
N5 -0.085 -4.872 0.951
C18 0.253 -3.486 1.202
C19 0.689 -5.334 -0.205
H4 -1.736 -2.156 -1.164
H5 -2.094 -2.421 0.548
H6 1.777 -3.062 -0.905
H7 0.482 -2.539 -2.011
H8 -1.286 -5.686 -1.895
H9 -1.264 -4.042 -2.573
H10 -1.761 -6.007 0.426
H11 -2.098 -4.608 1.464
H12 1.316 -3.390 1.415
H13 -0.320 -3.111 2.054
H14 0.445 -6.378 -0.402
H15 1.753 -5.258 0.027
C20 4.242 -1.849 -0.885
Te1 3.184 -0.079 -1.418
C21 4.662 0.929 -0.292
C22 5.813 -0.039 -0.165
C23 7.063 0.397 0.266
C24 8.117 -0.493 0.385
C25 7.923 -1.835 0.075
C26 6.681 -2.274 -0.347
C27 5.618 -1.383 -0.472
H16 4.265 -2.532 -1.732
H17 3.724 -2.316 -0.046
H18 4.254 1.224 0.675
H19 4.940 1.825 -0.844
H20 7.210 1.444 0.503
H21 9.086 -0.141 0.713
H22 8.745 -2.534 0.163
H23 6.534 -3.321 -0.585

Output
**ΔE to the lowest compared entry with this formula, charge and spin**: 10.4 kcal/mol
**Energy**: -337429.69067 eV
**Maximum force**: 0.71 eV/Å
**Multiplicity**: 3



(7)
C20H16Cl3F3N6O4Pd | ωB97M-V/def2-TZVPD

Element x y z (Å)
Pd1 2.169 0.232 0.442
Cl1 7.423 -2.282 1.278
C1 7.203 -0.630 1.677
Cl2 7.637 0.500 0.477
Cl3 7.525 -0.190 3.291
C2 4.679 -0.714 1.644
O1 4.519 -1.142 2.704
O2 4.535 -0.308 0.544
O3 2.397 1.864 -0.992
C3 2.731 2.645 -0.054
O4 2.765 2.210 1.126
H1 2.970 3.690 -0.267
F1 0.897 -6.693 -0.263
C4 0.480 -5.992 0.789
F2 -0.860 -5.994 0.789
F3 0.893 -6.604 1.900
C5 0.991 -4.567 0.750
C6 0.697 -3.719 1.807
C7 1.152 -2.419 1.750
N1 1.868 -1.957 0.714
C8 2.170 -2.789 -0.290
C9 1.743 -4.105 -0.315
H2 0.128 -4.065 2.659
H3 0.957 -1.726 2.557
H4 2.782 -2.389 -1.087
H5 1.995 -4.750 -1.143
C10 -0.328 -0.067 -1.879
C11 -0.805 0.238 -0.500
N2 -0.045 0.487 0.548
C12 -0.878 0.724 1.624
C13 -2.164 0.604 1.226
N3 -2.113 0.298 -0.124
C14 -3.268 0.171 -0.979
N4 -4.087 1.380 -0.947
N5 -5.399 1.281 -0.526
N6 -5.932 2.430 -0.551
C15 -4.985 3.334 -0.998
C16 -5.072 4.686 -1.232
C17 -3.882 5.367 -1.661
C18 -2.688 4.697 -1.845
C19 -2.593 3.323 -1.613
C20 -3.785 2.650 -1.223
H6 0.751 0.041 -1.913
H7 -0.743 0.624 -2.616
H8 -0.593 -1.082 -2.181
H9 -0.490 0.982 2.596
H10 -3.093 0.695 1.766
H11 -3.917 -0.635 -0.641
H12 -2.947 -0.033 -1.997
H13 -6.018 5.205 -1.128
H14 -3.921 6.432 -1.850
H15 -1.810 5.246 -2.156
H16 -1.641 2.813 -1.684

Output
**ΔE to the lowest compared entry with this formula, charge and spin**: 10.3 kcal/mol
**Total charge**: +2
**Energy**: -87311.28778 eV
**Maximum force**: 1.07 eV/Å
**Multiplicity**: 5



(8)
C3H6NO2 | ωB97M-V/def2-TZVPD

Element x y z (Å)
C1 -0.533 1.425 0.797
N1 0.634 0.508 0.601
C2 0.163 -0.909 0.146
C3 0.378 -1.250 -1.347
O1 0.036 -2.391 -1.647
O2 0.947 -0.435 -2.156
H1 -0.969 1.770 -0.144
H2 -0.236 2.141 1.562
H3 -1.445 0.955 1.225
H4 1.245 0.909 -0.137
H5 -0.924 -1.092 0.356
H6 0.704 -1.631 0.742

Output
**SMILES**: CNCC(=O)[O-]
**ΔE to the lowest compared entry with this formula, charge and spin**: 24.1 kcal/mol
**Total charge**: -1
**Energy**: -8794.17386 eV
**Maximum force**: 2.42 eV/Å



(9)
CH4IOP | ωB97M-V/def2-TZVPD

Element x y z (Å)
C1 -0.854 0.656 0.592
O1 0.094 -0.480 0.459
P1 1.064 -0.569 -0.880
I1 -1.690 1.289 -1.231
H1 -0.429 1.486 0.954
H2 -1.524 0.212 1.192
H3 2.397 -0.643 -0.132
H4 0.941 -1.952 -0.954

Output
**SMILES**: POCI
**ΔE to the lowest compared entry with this formula, charge and spin**: 31.2 kcal/mol
**Energy**: -20537.32514 eV
**Maximum force**: 5.17 eV/Å



(10)
C2H35O16 | ωB97M-V/def2-TZVPD

Element x y z (Å)
C1 -0.726 -0.786 0.621
C2 0.750 -0.801 0.286
O1 1.277 0.409 0.718
H1 -1.229 -1.733 0.393
H2 -1.204 -0.052 0.041
H3 -0.818 -0.525 1.676
H4 0.996 -0.889 -0.761
H5 1.144 -1.726 0.787
O2 -3.197 2.146 0.566
H6 -2.302 2.144 0.831
H7 -3.664 2.898 0.871
O3 0.055 1.618 -1.595
H8 0.259 1.241 -0.779
H9 -0.934 1.418 -1.728
O4 3.743 -1.913 -1.530
H10 3.691 -0.975 -1.331
H11 2.848 -2.116 -1.846
O5 -0.648 2.089 1.557
H12 -0.027 1.428 1.311
H13 -0.148 2.905 1.522
O6 1.266 -0.293 -3.457
H14 1.160 -1.221 -3.172
H15 0.649 0.110 -2.895
O7 -1.593 0.292 4.113
H16 -1.957 -0.128 3.331
H17 -0.673 0.265 3.880
O8 -2.422 0.827 -1.835
H18 -2.337 1.338 -2.682
H19 -2.933 1.375 -1.247
O9 -1.254 -1.937 -2.229
H20 -1.611 -1.331 -2.878
H21 -1.557 -1.550 -1.391
O10 3.541 -1.204 1.109
H22 2.707 -0.717 1.037
H23 3.648 -1.722 0.252
O11 3.153 0.769 -1.111
H24 2.438 0.574 -0.519
H25 3.683 1.384 -0.619
O12 -3.645 -1.304 -0.580
H26 -3.211 -0.636 -1.054
H27 -4.173 -1.693 -1.215
O13 1.372 0.648 3.808
H28 1.135 0.319 2.942
H29 1.376 1.622 3.785
O14 1.430 -2.894 -2.811
H30 1.180 -3.273 -3.657
H31 0.556 -2.871 -2.440
O15 2.834 2.488 1.435
H32 3.145 2.694 2.340
H33 2.431 1.640 1.335
O16 -3.393 -0.244 1.972
H34 -3.428 0.665 1.650
H35 -3.387 -0.770 1.209

Output
**ΔE to the lowest compared entry with this formula, charge and spin**: 33.5 kcal/mol
**Total charge**: -1
**Energy**: -35404.51709 eV
**Maximum force**: 4.22 eV/Å



(11)
C7H5Cl2N4S | ωB97M-V/def2-TZVPD

Element x y z (Å)
C1 1.825 1.018 0.785
C2 1.105 -0.677 -1.171
C3 0.478 1.034 0.423
C4 0.115 0.082 -0.604
C5 2.836 0.409 0.039
C6 2.455 -0.539 -0.822
C7 -2.639 -0.676 -0.102
N1 -2.072 0.040 0.887
N2 -1.734 1.220 0.974
N3 -0.488 1.676 1.284
N4 -3.491 -1.663 -0.006
S1 -1.558 -0.179 -1.438
Cl1 4.419 1.111 0.254
Cl2 3.767 -1.340 -1.701
H1 1.990 1.612 1.665
H2 1.007 -1.631 -1.798
H3 -0.519 2.671 1.439
H4 -3.897 -1.900 0.827
H5 -3.599 -2.268 -0.935

Output
**ΔE to the lowest compared entry with this formula, charge and spin**: 133.8 kcal/mol
**Total charge**: +1
**Energy**: -49169.29517 eV
**Maximum force**: 5.98 eV/Å



(12)
H26O13 | ωB97M-V/def2-TZVPD

Element x y z (Å)
O1 -0.335 -4.655 -0.050
H1 0.093 -3.696 -0.125
H2 -1.287 -4.442 -0.257
O2 0.011 -1.827 -1.968
H3 -0.755 -1.301 -1.880
H4 0.408 -1.771 -1.029
O3 -0.158 0.023 0.307
H5 0.298 -0.824 0.201
H6 0.524 0.649 0.140
O4 3.424 0.753 -0.753
H7 3.513 1.766 -0.660
H8 2.631 0.654 -1.377
O5 1.523 1.318 -2.056
H9 0.564 1.341 -2.011
H10 1.870 2.116 -2.533
O6 1.286 -1.824 0.064
H11 1.645 -2.238 0.972
H12 1.858 -2.209 -0.467
O7 -1.714 -1.662 0.921
H13 -2.120 -2.212 0.370
H14 -1.179 -1.195 0.245
O8 1.306 3.993 1.000
H15 2.137 4.309 1.346
H16 1.644 3.402 0.441
O9 -0.576 1.719 -1.765
H17 -1.111 1.995 -2.503
H18 -0.855 2.083 -0.866
O10 -1.096 2.699 0.960
H19 -1.422 2.118 1.657
H20 -0.386 3.395 1.072
O11 -0.481 -2.009 3.478
H21 -0.264 -2.964 3.388
H22 -0.793 -1.812 2.543
O12 -1.861 -0.480 -1.924
H23 -2.774 -0.458 -2.327
H24 -1.471 0.483 -1.780
O13 -1.234 1.163 2.601
H25 -0.817 0.907 1.870
H26 -2.045 0.690 2.756

Output
**ΔE to the lowest compared entry with this formula, charge and spin**: 181.2 kcal/mol
**Energy**: -27034.08878 eV
**Maximum force**: 9.07 eV/Å



(13)
H14O7 | ωB97M-V/def2-TZVPD

Element x y z (Å)
O1 2.410 0.203 5.524
H1 2.385 0.973 4.956
H2 2.584 0.554 6.397
O2 -4.334 -1.369 -4.182
H3 -3.653 -0.786 -3.847
H4 -5.011 -0.780 -4.516
O3 1.908 -0.285 -5.040
H5 1.799 0.555 -5.486
H6 2.665 -0.687 -5.465
O4 -3.771 0.396 1.366
H7 -2.857 0.151 1.219
H8 -4.048 -0.146 2.104
O5 -0.712 4.368 0.046
H9 0.167 4.731 -0.064
H10 -0.568 3.438 0.221
O6 2.910 -3.283 2.609
H11 2.786 -2.863 3.460
H12 2.966 -4.218 2.809
O7 0.517 -0.104 -0.525
H13 0.741 -0.111 -1.456
H14 1.117 -0.737 -0.130

Output
**SMILES**: O.O.O.O.O.O.O
**ΔE to the lowest compared entry with this formula, charge and spin**: 50.8 kcal/mol
**Energy**: -14559.25753 eV
**Maximum force**: 0.33 eV/Å